Entry 1:
{
  "formula": "C15H35InN4O9P",
  "method": "ωB97M-V/def2-TZVPD",
  "spin_multiplicity": 1,
  "total_charge": 1,
  "symbols": ["O", "H", "In", "N", "N", "N", "N", "O", "O", "O", "O", "C", "C", "C", "C", "C", "H", "H", "H", "C", "H", "H", "H", "C", "C", "H", "H", "H", "H", "H", "H", "H", "H", "C", "H", "H", "H", "O", "H", "H", "C", "C", "O", "P", "O", "C", "C", "O", "C", "C", "H", "H", "H", "H", "H", "H", "H", "H", "H", "H", "H", "H", "H", "H", "H"],
  "coordinates": [[-0.6422, 0.9053, -6.3497], [-1.1883, 0.5077, -7.0490], [-0.5185, 0.5477, -1.2456], [-0.3579, 2.3011, -0.0458], [0.9489, 1.5450, -2.2531], [-1.7104, -0.5624, 0.1394], [-0.8149, -1.2071, -2.2833], [-1.0564, 2.4609, 1.0564], [-2.0874, -0.1392, 1.4569], [-0.2911, -1.4255, -3.5820], [1.4765, 0.9511, -3.2936], [1.3426, 2.6967, -1.6491], [0.7030, 3.0607, -0.4264], [-1.9597, -1.7972, -0.2789], [-1.4021, -2.1699, -1.5908], [1.0559, 4.1595, 0.4749], [1.3241, 3.7634, 1.4547], [0.1890, 4.8168, 0.5470], [1.8898, 4.6940, 0.0412], [2.4551, 3.3618, -2.3283], [2.1459, 3.5909, -3.3480], [3.3121, 2.6875, -2.3624], [2.6946, 4.2630, -1.7897], [-2.6487, -2.7814, 0.5841], [-1.4604, -3.5431, -2.1325], [-3.2899, -2.2636, 1.2979], [-1.9245, -3.4074, 1.1122], [-3.2349, -3.4137, -0.0794], [-0.6812, -3.6925, -2.8829], [-2.4470, -3.6654, -2.5787], [-1.3489, -4.2462, -1.3096], [-1.8020, 0.8290, 1.4969], [0.0414, -0.5363, -3.9035], [-1.5553, 1.3597, -5.3442], [-0.9913, 2.0245, -4.6687], [-1.9198, 0.4947, -4.7568], [-2.4105, 1.9065, -5.8066], [-2.6064, 1.6302, -1.4728], [-2.8040, 0.8272, -0.8953], [-2.1077, 2.2730, -0.8716], [1.5061, -3.9931, 1.6158], [0.6899, -2.9833, 0.8546], [1.4359, -2.0212, 0.1098], [1.4657, -0.3840, 0.9737], [2.3181, -0.8809, 2.2135], [1.9875, -1.2595, 3.6097], [0.5584, -1.6221, 3.8523], [1.0873, 1.2076, 1.8009], [1.0905, 1.5736, 3.1596], [0.1528, 2.6689, 3.5802], [2.1659, -4.5006, 0.9083], [0.7943, -4.7320, 2.0045], [2.0770, -3.5602, 2.4474], [0.1185, -3.4494, 0.0450], [-0.0468, -2.4990, 1.5224], [2.6661, -2.0865, 3.8554], [2.3172, -0.3541, 4.1210], [0.3628, -2.6654, 3.6214], [0.4401, -1.5202, 4.9275], [-0.2032, -0.9975, 3.3757], [0.7877, 0.6866, 3.7057], [2.1345, 1.8164, 3.3669], [-0.8842, 2.3411, 3.4760], [0.3424, 2.7622, 4.6524], [0.3177, 3.6456, 3.1171]]
}


Entry 2:
{
  "formula": "C4H8N4",
  "method": "ωB97M-V/def2-TZVPD",
  "relative_energy_kcal_mol": 147.48,
  "spin_multiplicity": 1,
  "symbols": ["C", "C", "C", "C", "N", "N", "N", "N", "H", "H", "H", "H", "H", "H", "H", "H"],
  "coordinates": [[2.0898, 1.8040, 0.5310], [-0.5696, -1.7427, 0.8762], [0.8182, 2.3543, -0.0872], [-1.2085, -2.3553, -0.3441], [2.3546, 0.5975, 0.8053], [1.7003, -0.5201, 0.5103], [-0.5532, -0.3761, 1.4629], [0.5347, -0.7631, 0.8885], [2.7266, 2.5685, 0.7054], [-0.2394, -2.4936, 1.6129], [-0.2342, 1.9926, 0.2484], [0.7942, 2.0851, -1.0968], [0.7838, 3.3625, 0.1377], [-1.9334, -3.0508, 0.0638], [-0.3927, -2.6811, -0.9855], [-1.6323, -1.6635, -1.0288]]
}


Entry 3:
{
  "formula": "BrClHOP",
  "method": "ωB97M-V/def2-TZVPD",
  "relative_energy_kcal_mol": 20.37,
  "spin_multiplicity": 1,
  "symbols": ["O", "P", "Cl", "Br", "H"],
  "coordinates": [[3.2793, 2.8665, 1.1847], [2.0515, 3.5306, 1.5576], [-0.7192, -0.0704, -1.1734], [0.4395, 1.9940, 1.9975], [-1.9553, 0.0091, -0.8131]]
}


Entry 4:
{
  "formula": "C21H11Cl68FN2O2S",
  "method": "ωB97M-V/def2-TZVPD",
  "spin_multiplicity": 1,
  "symbols": ["N", "C", "C", "C", "C", "N", "S", "O", "O", "F", "H", "H", "H", "H", "H", "H", "H", "H", "H", "H", "H", "C", "Cl", "Cl", "Cl", "Cl", "C", "Cl", "Cl", "Cl", "Cl", "C", "Cl", "Cl", "Cl", "Cl", "C", "Cl", "Cl", "Cl", "Cl", "C", "Cl", "Cl", "Cl", "Cl", "C", "Cl", "Cl", "Cl", "Cl", "C", "Cl", "Cl", "Cl", "Cl", "C", "Cl", "Cl", "Cl", "Cl", "C", "Cl", "Cl", "Cl", "Cl", "C", "Cl", "Cl", "Cl", "Cl", "C", "Cl", "Cl", "Cl", "Cl", "C", "Cl", "Cl", "Cl", "Cl", "C", "Cl", "Cl", "Cl", "Cl", "C", "Cl", "Cl", "Cl", "Cl", "C", "Cl", "Cl", "Cl", "Cl", "C", "Cl", "Cl", "Cl", "Cl", "C", "Cl", "Cl", "Cl", "Cl"],
  "coordinates": [[-7.9760, -0.7324, -0.0613], [-6.4958, -0.5099, -0.2425], [-6.0762, 1.0066, 0.2019], [-6.3675, 1.9845, -1.1107], [-6.1621, 3.5633, -0.7591], [-7.1424, 4.1237, 0.2439], [-8.7951, 3.6973, -0.1015], [-9.6916, 4.7367, 0.6534], [-9.1767, 3.7055, -1.5929], [-9.0908, 2.1805, 0.6158], [-8.2941, -0.4607, 0.8979], [-8.1413, -1.7610, -0.2154], [-6.1808, -0.7101, -1.3663], [-5.8540, -1.2599, 0.3964], [-6.6053, 1.3747, 1.1693], [-4.8986, 1.0335, 0.3383], [-5.5080, 1.7056, -1.8789], [-7.3654, 1.7333, -1.6523], [-5.0944, 3.6477, -0.2533], [-6.0913, 4.1533, -1.7600], [-7.1214, 5.1777, 0.1419], [-2.3044, 2.0954, -3.5153], [-0.6118, 2.6381, -3.4060], [-2.3462, 0.3572, -3.8983], [-3.1216, 2.3799, -1.9586], [-3.1373, 3.0057, -4.7992], [-1.8987, 6.0913, -0.3491], [-1.8057, 5.4479, 1.3084], [-0.9360, 5.0631, -1.4381], [-3.5959, 6.1006, -0.8882], [-1.2575, 7.7522, -0.3790], [-2.2954, 3.2953, -9.1721], [-1.1881, 2.0544, -9.8070], [-2.5700, 3.0070, -7.4364], [-1.5735, 4.9072, -9.3992], [-3.8466, 3.2105, -10.0427], [2.8635, 1.6934, -8.5176], [4.5568, 2.2300, -8.3934], [2.8179, -0.0495, -8.8798], [2.0283, 2.0020, -6.9753], [2.0488, 2.5928, -9.8203], [-2.3434, -1.9311, 0.1070], [-3.6172, -3.1631, -0.0660], [-0.9115, -2.4222, -0.8307], [-2.9424, -0.3679, -0.5002], [-1.9018, -1.7708, 1.8245], [1.0246, 3.8731, 4.1342], [1.2340, 2.6511, 5.4129], [2.1122, 5.2482, 4.4441], [1.4156, 3.1511, 2.5541], [-0.6629, 4.4415, 4.1254], [-4.4249, 7.4489, -10.4118], [-3.0994, 8.5286, -9.9140], [-5.8884, 8.4124, -10.7286], [-3.9562, 6.5773, -11.8920], [-4.7554, 6.2771, -9.1126], [5.0361, 0.2763, 5.0920], [3.9420, 1.2502, 4.0798], [4.6727, 0.5701, 6.8103], [4.8069, -1.4505, 4.7238], [6.7232, 0.7357, 4.7551], [5.7924, -4.3360, 7.1792], [6.0025, -5.5569, 8.4583], [6.8769, -2.9582, 7.4903], [6.1873, -5.0575, 5.5999], [4.1042, -3.7706, 7.1678], [-8.7332, -0.0279, -4.1061], [-6.9947, -0.3616, -4.3017], [-9.4623, -1.2711, -3.0608], [-8.9497, 1.5757, -3.3630], [-9.5254, -0.0549, -5.7006], [9.6892, -6.7645, 5.5870], [11.4301, -7.0941, 5.4111], [8.9566, -7.9931, 6.6476], [9.4597, -5.1505, 6.3026], [8.9099, -6.8209, 3.9869], [4.6550, -2.0811, 0.3601], [4.5159, -3.6753, 1.1411], [5.2149, -0.8832, 1.5524], [5.8247, -2.1766, -0.9793], [3.0652, -1.5898, -0.2738], [3.4380, -2.4214, -5.4796], [2.8540, -0.7941, -5.9046], [4.4703, -2.3208, -4.0319], [2.0476, -3.4821, -5.1441], [4.3785, -3.0868, -6.8372], [12.2166, -4.5683, 9.5637], [13.8706, -4.5353, 8.9054], [11.3573, -5.9967, 8.9384], [12.2867, -4.6484, 11.3411], [11.3516, -3.0922, 9.0698], [-2.9594, 3.2359, 7.4023], [-1.3066, 3.2654, 6.7406], [-3.8235, 1.8100, 6.7772], [-2.8865, 3.1539, 9.1796], [-3.8215, 4.7146, 6.9112], [3.0791, -8.1213, 7.7880], [4.7319, -8.0814, 7.1269], [2.2248, -9.5538, 7.1644], [3.1528, -8.2013, 9.5653], [2.2063, -6.6496, 7.2959], [6.7901, -5.4355, -4.3955], [6.2186, -5.5918, -2.7163], [8.2909, -6.3715, -4.6012], [5.5456, -6.0586, -5.5060], [7.1056, -3.7207, -4.7572]]
}


Entry 5:
{
  "formula": "C5H8N2O",
  "method": "ωB97M-V/def2-TZVPD",
  "relative_energy_kcal_mol": 34.56,
  "spin_multiplicity": 1,
  "symbols": ["C", "C", "C", "C", "C", "N", "N", "O", "H", "H", "H", "H", "H", "H", "H", "H"],
  "coordinates": [[-1.2946, -1.1632, 1.5304], [1.9906, 1.4955, -0.6060], [-1.2551, -0.0092, 0.5685], [1.7617, 0.5472, 0.4519], [-0.8971, -0.7009, -1.7375], [1.7098, -0.0593, 1.4326], [-0.5505, -0.2993, -0.6038], [-1.7086, 1.0932, 0.7698], [-1.6904, -2.0596, 1.0616], [-0.2731, -1.3521, 1.8551], [-1.8850, -0.8824, 2.4004], [2.8118, 2.1594, -0.3294], [2.2423, 0.9512, -1.5223], [1.0893, 2.0805, -0.7718], [-1.9242, -0.9452, -2.0109], [-0.1269, -0.8557, -2.4886]]
}


Entry 6:
{
  "formula": "C4H5HgO3",
  "method": "ωB97M-V/def2-TZVPD",
  "relative_energy_kcal_mol": 7.98,
  "spin_multiplicity": 2,
  "total_charge": 2,
  "symbols": ["O", "Hg", "O", "C", "O", "C", "C", "C", "H", "H", "H", "H", "H"],
  "coordinates": [[0.6070, -1.1584, -0.1902], [0.8973, 3.0513, 1.1877], [-0.1013, 0.8773, 0.4160], [-0.3667, -0.2229, 0.0886], [-1.5697, -0.8212, 0.0002], [-2.7180, -0.1880, 0.2724], [0.8309, -2.0690, -1.5887], [1.6870, -0.9863, -1.1366], [-2.4419, 0.8341, 0.6176], [0.9366, -3.0633, -1.1462], [0.0624, -1.8120, -2.3236], [2.4949, -1.9076, -1.3116], [1.6981, -0.0203, -1.6457]]
}


Entry 7:
{
  "formula": "C14H16",
  "method": "ωB97M-V/def2-TZVPD",
  "relative_energy_kcal_mol": 16.94,
  "spin_multiplicity": 1,
  "symbols": ["C", "C", "C", "C", "C", "C", "C", "H", "H", "H", "H", "H", "H", "H", "H", "C", "C", "C", "C", "C", "C", "C", "H", "H", "H", "H", "H", "H", "H", "H"],
  "coordinates": [[1.4225, 2.6715, 1.2244], [0.7318, 2.6570, -3.0108], [1.7270, 3.4681, -2.4903], [0.0295, 1.8059, -2.1627], [2.0153, 3.4500, -1.1313], [0.3336, 1.7506, -0.8165], [1.2549, 2.6643, -0.2790], [0.4284, 2.7236, -4.0490], [2.3141, 4.0567, -3.1910], [-0.7099, 1.1267, -2.5648], [2.8709, 3.9928, -0.7603], [-0.0314, 1.0668, -0.0652], [0.4285, 2.6783, 1.6577], [1.9640, 3.5522, 1.5654], [1.9971, 1.8096, 1.5723], [-2.4630, -2.3430, 2.7046], [0.1015, -2.8387, -0.6807], [-0.9266, -3.7435, -0.5078], [0.4386, -1.9226, 0.3202], [-1.7517, -3.5711, 0.6122], [-0.4577, -1.6996, 1.3596], [-1.5496, -2.5647, 1.5318], [0.7788, -2.8920, -1.5336], [-1.1936, -4.4833, -1.2544], [1.4682, -1.5827, 0.3567], [-2.6232, -4.2102, 0.6696], [-0.4123, -0.7732, 1.9156], [-2.1571, -2.9271, 3.5751], [-3.4942, -2.6498, 2.5130], [-2.5346, -1.2727, 2.9191]]
}


Entry 8:
{
  "formula": "C15H13N4O4V",
  "method": "ωB97M-V/def2-TZVPD",
  "spin_multiplicity": 4,
  "total_charge": 1,
  "symbols": ["V", "N", "C", "C", "C", "C", "C", "C", "C", "C", "N", "C", "H", "H", "H", "H", "H", "H", "H", "H", "C", "C", "N", "C", "C", "N", "C", "O", "O", "C", "O", "O", "H", "H", "H", "H", "H"],
  "coordinates": [[-0.1486, -0.2513, 0.0355], [1.6564, 0.1803, -1.1752], [1.5195, 1.4999, -1.8583], [2.5877, 2.2121, -2.3549], [2.3219, 3.5710, -2.8087], [1.0496, 4.0670, -2.7957], [-0.0598, 3.2766, -2.4381], [-1.3336, 3.8429, -2.3936], [-2.3644, 3.1031, -1.8480], [-2.0305, 1.8402, -1.2374], [-0.8287, 1.3124, -1.2589], [0.1601, 2.0031, -1.9094], [2.5000, 0.1647, -0.6761], [1.6916, -0.5267, -1.8660], [3.5710, 1.8134, -2.2730], [3.0771, 4.3301, -2.9877], [0.9618, 5.1119, -2.9653], [-1.5028, 4.7899, -2.8473], [-3.3230, 3.5331, -1.7136], [-2.7931, 1.3673, -0.6160], [2.2445, -1.7007, 2.4764], [0.9307, -2.2695, 2.2211], [0.0740, -1.8602, 1.3047], [-1.0562, -2.6207, 1.4183], [-0.9176, -3.5059, 2.4657], [0.3966, -3.3214, 2.8649], [-1.7932, -4.5544, 3.2264], [-3.0871, -4.4439, 2.8929], [-1.3853, -5.2861, 4.0758], [-2.2709, -2.0750, 0.7207], [-3.3642, -2.4906, 0.9653], [-1.9776, -1.0682, -0.0619], [2.2101, -1.0606, 3.3858], [2.5781, -1.0918, 1.6615], [3.0534, -2.4293, 2.5372], [0.8293, -3.6696, 3.6995], [-3.1771, -3.7933, 2.1336]]
}


Largest force on an atom for the records above, in order: 3.78; 5.23; 1.05; 7.25; 1.95; 4.84; 1.48; 2.31 eV/A
Electronic energy for the records above, in order: -54957.00109; -10231.84674; -93918.25508; -894098.16828; -10341.22724; -14517.91851; -14777.03099; -55600.93532 eV